1.
Entry from the OMol25 dataset: H31O15 as an isolated structure in a non-equilibrium geometry (ωB97M-V with the def2-TZVPD basis set).

For the total energy, the calculation gives -31203.7065 eV. For the highest occupied orbital energy, the calculation gives -13.7 eV. Its charge is +1. The calculation puts the LUMO energy at -3.08 eV.

Element x y z (Å)
O  -1.202180  -1.127497  -3.023304
O  -0.430586  -0.208458  0.407155
O  -1.188023  1.320963  -2.252547
O  2.515614  1.850895  3.099463
O  -0.375519  -2.125127  2.588120
O  3.038652  -1.704506  -1.966298
O  2.039350  2.730361  -2.530738
O  -3.732940  -0.680247  -0.107699
O  -0.732716  3.845753  -1.672808
O  -1.237829  -4.190952  0.235661
O  -0.734784  2.791709  0.650878
O  2.617541  -0.302346  1.007174
O  1.691466  -2.973436  0.919295
O  1.641455  1.949164  0.077398
O  -3.622794  -1.567884  2.537423
H  1.522564  3.441370  -2.430964
H  2.776828  3.025711  -3.126756
H  2.251390  -0.260904  2.015391
H  -1.081599  -1.838703  3.110510
H  -1.719940  4.231058  -1.683343
H  -0.564481  -0.705815  -2.812612
H  -0.856760  -3.416519  -0.252127
H  3.020257  -1.116901  1.254874
H  -1.122943  0.884391  -3.055274
H  -0.462877  -3.025521  2.769750
H  -3.876220  -1.085847  -0.993921
H  2.177909  1.017375  -0.003042
H  -0.975567  2.337918  -0.241650
H  -4.450182  -1.109860  0.467127
H  1.841382  2.142626  -0.815381
H  -2.107675  -4.426068  -0.190933
H  0.313129  -0.189966  0.877291
H  1.392454  1.769375  3.166190
H  0.525154  2.346391  0.495068
H  -2.897396  -1.895281  1.830394
H  -3.437445  -0.633641  2.568596
H  -0.990770  0.819811  -1.603837
H  -1.021076  -1.605052  -3.941677
H  1.055493  -3.837923  1.174614
H  1.653362  -2.346280  1.609275
H  2.968362  -0.909874  -1.344217
H  2.486968  2.786935  3.187252
H  3.968467  -2.027745  -1.532721
H  -1.158424  -0.650542  0.939903
H  -0.589012  3.796195  0.462037
H  -0.928068  2.874880  -1.868972

Forces on the atoms, in the same order (eV/Å):
O -12.744 -10.231 -7.459
O -6.378 -0.167 -2.651
O -2.174 7.591 -4.177
O -5.662 -1.435 0.162
O 1.279 1.490 -1.097
O 3.668 0.826 3.261
O 4.140 -3.815 -1.263
O -1.536 -1.424 0.173
O -3.616 0.553 -0.268
O -0.727 0.650 -0.846
O 2.172 0.067 -1.407
O -1.899 0.444 4.394
O -1.921 -4.672 -0.756
O 0.862 -2.581 1.248
O 2.717 -1.718 -2.280
H -3.386 4.447 0.433
H -0.959 -0.584 0.911
H 0.873 1.405 -3.254
H -1.850 1.466 1.517
H 3.357 -0.973 -0.154
H 13.434 7.731 4.083
H -0.683 -1.008 0.413
H 1.467 -1.668 -1.283
H -0.145 -1.216 -2.333
H 0.271 -2.801 -0.043
H 0.217 0.521 0.836
H -2.015 1.892 2.127
H -0.042 1.582 2.270
H 1.494 0.940 -1.102
H -0.076 1.920 -2.697
H 1.535 0.501 0.520
H 4.616 -0.424 3.091
H 4.682 -0.169 -0.151
H -0.110 -0.498 -0.268
H -2.616 0.896 2.265
H -0.094 0.728 0.100
H 2.005 -6.250 7.102
H -0.373 1.601 3.179
H 2.667 3.764 -0.832
H -0.900 0.440 1.424
H -0.426 -1.449 -1.402
H 0.822 1.589 0.152
H -3.255 0.572 -1.949
H 1.665 0.729 -1.052
H -0.705 -2.446 -0.226
H 0.351 1.180 -0.710

Atomic partial charges in e from the natural (NBO) method, atoms 1 to 4: -0.909, -0.968, -0.925, -0.919

2.
Entry from the OMol25 dataset: C15H20N2O2Re as an isolated structure in a non-equilibrium geometry (ωB97M-V with the def2-TZVPD basis set).

For the total energy, the calculation gives -25064.5214 eV. For the highest occupied orbital energy (alpha / beta), the calculation gives -16.0 / -16.0 eV. Its charge is +2. Its expectation value of S² is 3.778. The calculation puts the LUMO energy (alpha / beta) at -8.16 / -8.83 eV. As for the spin multiplicity: 4.

Element x y z (Å)
Re  0.263923  -1.443705  0.038116
O  2.151441  -0.562551  2.248094
O  2.198762  0.646511  0.322612
N  -1.558410  -0.258946  0.105903
N  0.438534  0.369505  -1.561228
C  -0.243149  2.676738  -1.816349
C  -0.250165  -2.017151  1.947417
C  -0.419521  1.378124  -1.284193
C  0.379989  -3.400972  -1.172125
C  3.611791  0.643330  0.112840
C  1.546173  1.859710  -3.127951
C  1.456877  0.665933  -2.411443
C  1.698370  -2.674321  -1.377531
C  -2.778730  1.698770  -0.588707
C  -2.708242  -0.640074  0.755937
C  -3.971843  1.216778  -0.080447
C  -3.925495  0.041372  0.658389
C  -1.587660  0.959046  -0.536900
C  0.682950  2.897834  -2.813768
C  1.724395  -0.425079  1.108885
H  0.618103  -2.215234  2.610049
H  2.299901  2.005196  -3.904442
H  -2.761439  2.643035  -1.118940
H  -4.826223  -0.352848  1.138535
H  3.796311  1.288371  -0.754616
H  2.262199  -0.050706  -2.581749
H  0.685502  3.841809  -3.346717
H  2.191833  -2.336720  -0.437792
H  2.402633  -3.463188  -1.703034
H  -0.788102  -1.150434  2.392409
H  -0.949152  3.431259  -1.454815
H  1.706818  -1.938443  -2.193361
H  -0.333986  -3.328417  -2.009501
H  4.071612  1.048418  1.014781
H  -2.658425  -1.505657  1.409181
H  -4.916594  1.726467  -0.266311
H  3.979670  -0.383372  -0.058693
H  0.628514  -4.465577  -1.108435
H  -0.088636  -3.242781  -0.124893
H  -0.959327  -2.845088  1.969285

Forces on the atoms, in the same order (eV/Å):
Re -0.743 3.725 -0.343
O -1.102 -0.498 -2.963
O -1.118 -1.850 0.136
N -0.324 0.406 0.588
N 0.598 0.306 -0.528
C -1.245 -0.834 0.832
C -0.193 0.031 0.978
C 1.181 0.107 -1.020
C -0.721 -1.562 -0.633
C 0.634 0.179 0.454
C 0.159 -0.188 0.185
C -0.125 0.108 -0.335
C 0.722 -0.505 -1.125
C 0.597 -0.027 -0.375
C -0.095 0.235 -0.108
C 0.115 -0.231 0.141
C 0.484 -0.385 -0.081
C -1.532 -0.321 0.716
C -0.294 -0.058 0.170
C 2.053 2.809 2.768
H -0.488 -0.082 -0.520
H -0.140 -0.271 0.356
H -0.100 -0.164 0.004
H 0.508 0.030 -0.118
H 0.042 -0.231 0.305
H -0.495 -0.103 0.176
H 0.236 -0.034 0.131
H 0.231 0.262 0.238
H 0.079 0.521 0.388
H 0.505 -0.414 -0.125
H 0.518 -0.057 -0.426
H -0.066 -0.080 0.513
H 0.182 0.287 0.478
H 0.311 -0.039 -0.232
H 0.122 0.003 -0.384
H 0.303 0.030 0.192
H -0.042 0.427 -0.038
H -0.403 0.072 0.351
H -0.371 -1.322 -0.768
H 0.016 -0.285 0.023

Atomic partial charges in e from the natural (NBO) method, atoms 1 to 4: 1.396, -0.472, -0.563, -0.486

3.
Entry from the OMol25 dataset: one molecule with the formula C3H2O2 in a non-equilibrium geometry (ωB97M-V with the def2-TZVPD basis set).

For the total energy, the calculation gives -7229.5725 eV. For the highest occupied orbital energy (alpha / beta), the calculation gives -6.6 / -10.4 eV. Its expectation value of S² is 2.008. The calculation puts the LUMO energy (alpha / beta) at 1.03 / -1.50 eV. As for the spin multiplicity: 3.

Element x y z (Å)
O  1.486365  0.246279  0.242216
O  -0.480374  -0.798012  0.851644
C  0.556327  1.234090  0.002773
C  -0.645935  0.517271  0.242439
C  0.383095  -0.628832  -0.145739
H  0.250128  -1.142595  -1.079226
H  -1.549606  0.571799  -0.114107

Forces on the atoms, in the same order (eV/Å):
O -0.436 -0.976 -2.133
O 0.258 0.182 2.927
C 1.273 2.169 2.862
C 3.557 -2.434 -0.708
C -0.904 0.555 -0.557
H 0.878 -0.363 -0.150
H -4.627 0.868 -2.239

Atomic partial charges in e from the natural (NBO) method, atoms 1 to 4: -0.482, -0.445, 0.258, -0.071

4.
Entry from the OMol25 dataset: a 2-piece molecular cluster, C5H10O overall (ωB97M-V with the def2-TZVPD basis set).

For the total energy, the calculation gives -7390.4667 eV. For the highest occupied orbital energy, the calculation gives -8.6 eV. The calculation puts the LUMO energy at 0.06 eV.

Element x y z (Å)
O  -0.145918  2.063303  -1.969378
C  -0.853233  1.569717  -1.132166
C  0.101357  -1.963408  -0.114674
C  0.249805  -0.699093  -0.873953
C  1.251214  0.911066  1.505378
C  -1.019524  0.069023  -0.921215
H  -1.452576  2.203921  -0.444640
H  1.934305  0.390238  2.180808
H  1.443730  0.582806  0.475864
H  -1.433985  -0.318084  -1.872469
H  -1.765119  -0.135959  -0.132343
H  -0.744320  -2.051301  0.587533
H  1.038302  -2.248160  0.376219
H  1.416896  1.988850  1.571817
H  0.219323  0.681945  1.792181
H  -0.034162  -2.717644  -0.909918

Forces on the atoms, in the same order (eV/Å):
O -0.345 -0.208 0.355
C 0.273 0.179 -0.326
C 0.017 0.070 0.043
C -0.322 -0.178 0.127
C -0.021 0.006 0.015
C 0.083 -0.081 0.029
H 0.069 -0.048 -0.048
H -0.098 0.081 -0.089
H 0.009 0.083 0.171
H 0.041 0.020 0.050
H 0.142 0.014 -0.083
H 0.091 0.053 -0.123
H -0.109 0.031 -0.117
H -0.026 -0.150 0.004
H 0.162 0.038 -0.041
H 0.033 0.091 0.032

Atomic partial charges in e from the natural (NBO) method, atoms 1 to 4: -0.489, 0.454, -0.794, 0.211

Repeat the fourth record exactly.
Entry from the OMol25 dataset: a 2-piece molecular cluster, C5H10O overall (ωB97M-V with the def2-TZVPD basis set).

For the total energy, the calculation gives -7390.4667 eV. For the highest occupied orbital energy, the calculation gives -8.6 eV. The calculation puts the LUMO energy at 0.06 eV.

Element x y z (Å)
O  -0.145918  2.063303  -1.969378
C  -0.853233  1.569717  -1.132166
C  0.101357  -1.963408  -0.114674
C  0.249805  -0.699093  -0.873953
C  1.251214  0.911066  1.505378
C  -1.019524  0.069023  -0.921215
H  -1.452576  2.203921  -0.444640
H  1.934305  0.390238  2.180808
H  1.443730  0.582806  0.475864
H  -1.433985  -0.318084  -1.872469
H  -1.765119  -0.135959  -0.132343
H  -0.744320  -2.051301  0.587533
H  1.038302  -2.248160  0.376219
H  1.416896  1.988850  1.571817
H  0.219323  0.681945  1.792181
H  -0.034162  -2.717644  -0.909918

Forces on the atoms, in the same order (eV/Å):
O -0.345 -0.208 0.355
C 0.273 0.179 -0.326
C 0.017 0.070 0.043
C -0.322 -0.178 0.127
C -0.021 0.006 0.015
C 0.083 -0.081 0.029
H 0.069 -0.048 -0.048
H -0.098 0.081 -0.089
H 0.009 0.083 0.171
H 0.041 0.020 0.050
H 0.142 0.014 -0.083
H 0.091 0.053 -0.123
H -0.109 0.031 -0.117
H -0.026 -0.150 0.004
H 0.162 0.038 -0.041
H 0.033 0.091 0.032

Atomic partial charges in e from the natural (NBO) method, atoms 1 to 4: -0.489, 0.454, -0.794, 0.211

What is the formula in the third record? C3H2O2